(1)
ORCA calculation (the ωB97M-V functional and the def2-TZVPD basis) on a molecular structure, C16H14BF5N6OPb at a distorted geometry.

Output
Gap between HOMO and LUMO (spin up / spin down)   6.164 / 5.168 eV
Relative energy (zero: lowest compared OMol25 entry of this formula, charge and spin)   5.7 kJ/mol
Net charge   +2
Calculated total energy   -1738.27083 hartree

```
44
Properties=species:S:1:pos:R:3:nbo_charge:R:1
H 0.438 2.108 -1.325 0.166
N -1.737 -0.786 -1.151 -0.469
B -0.796 -3.169 -1.719 0.537
H 1.286 3.654 -1.647 0.237
C 2.193 -2.160 -3.709 -0.002
C -2.842 -1.945 -2.671 0.041
C -3.487 -0.728 -2.557 -0.313
H 2.578 -0.205 -2.637 0.255
F 2.569 2.261 4.629 -0.253
H -4.366 -0.416 -3.100 0.268
C 2.497 1.296 2.446 0.293
C 3.027 1.360 3.722 0.333
O 2.007 -0.128 0.594 -0.632
H 2.948 -2.246 -4.470 0.267
H -0.253 3.356 -2.438 0.236
H -2.858 1.010 -1.272 0.237
C -2.750 -0.010 -1.611 0.007
N -0.043 -2.517 0.670 -0.494
H 0.405 -5.346 2.314 0.270
C 1.167 -3.058 -3.448 0.069
C 3.837 -0.667 1.972 0.343
H -1.186 -4.132 -2.298 0.006
N 0.457 -2.578 -2.413 -0.237
C 4.378 -0.599 3.238 0.278
F 4.486 0.420 5.372 -0.220
F 4.136 -1.714 1.176 -0.255
C 0.235 -4.557 1.604 -0.311
C 2.777 0.197 1.577 0.309
H 0.881 -4.005 -3.900 0.272
N 0.967 -1.372 -1.972 -0.176
H -0.250 3.635 -0.660 0.224
F 1.498 2.145 2.063 -0.273
H 0.702 -2.607 2.654 0.223
Pb -0.383 -0.217 0.754 1.588
C 0.302 3.178 -1.504 -0.854
C 0.355 -3.176 1.797 0.001
N -0.368 -3.476 -0.259 -0.318
C 3.983 0.412 4.122 0.401
N -1.812 -1.988 -1.813 -0.332
H -3.021 -2.805 -3.293 0.246
F 5.220 -1.566 3.661 -0.245
C 2.019 -1.115 -2.764 -0.025
C -0.195 -4.690 0.287 0.051
H -0.398 -5.563 -0.311 0.251
```

(2)
ORCA calculation (the ωB97M-V functional and the def2-TZVPD basis) on a molecular structure, C4H7NO.

Output
Gap between HOMO and LUMO   9.511 eV
Relative energy (zero: lowest compared OMol25 entry of this formula, charge and spin)   556.0 kJ/mol
Net charge   0
Calculated total energy   -286.41987 hartree

```
13
Properties=species:S:1:pos:R:3:nbo_charge:R:1
C -0.857 0.864 -0.038 -0.175
H 1.142 1.516 0.695 0.216
H 1.184 -0.970 1.290 0.184
H -1.603 -0.135 -0.370 0.242
O 0.084 -1.448 -0.417 -0.515
H -1.484 1.630 0.412 0.223
H 0.044 0.439 -1.811 0.365
H -1.110 -1.099 1.191 0.121
C 1.090 -0.675 0.235 -0.091
N 0.026 1.201 -1.130 -0.568
H 2.036 -0.854 -0.284 0.202
C 0.600 0.757 0.134 -0.118
C -1.152 -1.227 0.092 -0.086
```